# 1
This record from the Open Molecules 2025 dataset describes 2 unconnected molecules or ions with the total composition C4H3BrCl3O2. The level of theory is ωB97M-V/def2-TZVPD.

Atoms and positions in Å:
C: -0.3529 -0.4503 2.4720
H: 1.7362 -0.1367 1.4322
O: -0.2540 -0.8062 3.6444
Cl: -0.9702 -2.2016 -0.6023
Br: 1.7797 -2.5191 1.9985
Cl: 1.0345 1.6383 -1.2294
C: -0.3162 0.3080 -0.8944
C: 0.9533 -0.8926 1.6958
C: 0.3202 -0.9857 -0.4422
H: -1.0468 0.6855 -0.3065
H: -0.5895 0.1540 -1.9222
O: -1.2350 0.0462 1.7843
Cl: 1.7075 -1.5651 -1.3671

The lowest unoccupied orbital energy comes out at 3.08 eV. The total energy is -4259.29788 a.u. As for the net charge: -1. As for the spin multiplicity: 1. The HOMO energy is -0.1816 hartree.

# 2
This record from the Open Molecules 2025 dataset describes a molecular structure, C20H29BBeBrCa2Cl2IKN3O17P. The level of theory is ωB97M-V/def2-TZVPD.

Atoms and positions in Å:
C: -3.6404 -0.1257 -0.8735
C: -3.1786 -4.1364 -1.0822
H: -2.2682 -1.7336 0.1287
C: -3.1297 -2.6399 -1.7406
O: 0.6423 -4.0216 7.6604
Ca: 7.7832 4.2607 -2.2925
C: 0.1087 -4.0371 6.5829
P: 1.6898 -5.1809 -3.1586
O: -2.3096 -1.2177 2.5323
Br: -1.4056 -2.5241 -2.7180
C: 4.7410 4.8925 -1.9230
C: -2.5387 1.0380 -1.0038
O: -4.3575 -2.9499 3.5668
C: 1.2728 -1.4716 0.7330
O: -0.4100 -4.6965 4.4522
O: 4.4649 7.2303 0.1615
H: 5.1664 4.8616 -0.9113
O: 2.4541 -4.0147 -3.7893
H: -4.3826 2.5396 1.4870
C: 4.9639 2.3792 -2.1360
H: 5.0871 5.8260 -2.3835
H: 6.3382 3.8088 -2.8621
H: -4.2635 -0.2920 -1.8298
H: -2.5589 -4.8246 -1.7460
B: -1.2158 -3.5279 4.8238
C: 5.2575 3.7115 -2.7530
H: -1.5876 3.6587 -0.0827
H: 3.8892 2.1979 -2.0677
H: -0.9759 -0.0493 0.1924
Cl: 5.0510 0.7130 0.4429
O: 3.4707 5.7148 1.3389
C: 1.6345 -0.4250 -0.4542
O: 1.1576 -5.8974 5.5284
C: -3.2216 -1.6261 -0.4854
C: 0.3700 -4.9888 5.5011
H: -3.9721 -2.4761 -2.4942
Be: 4.0394 -6.6526 -2.2534
H: -0.5930 1.7239 -0.0589
H: 0.2941 -2.0448 0.5135
H: -2.7562 4.1066 -1.5454
Ca: -4.6665 0.2770 2.7559
H: -4.0773 -2.0473 0.1747
C: -1.0111 0.7816 -0.5884
H: 5.3874 2.3210 -1.1426
H: -4.2696 -4.4491 -0.9576
K: -3.0979 2.7938 -3.3367
H: -4.2097 -0.2878 1.4163
O: -0.9769 -2.4037 3.8933
O: 0.3993 -5.4243 -3.9374
H: -2.8212 1.4262 1.4437
H: 5.3982 1.5774 -2.7403
H: -2.6324 -4.0685 -0.0699
O: -0.8305 -3.1653 6.1925
O: 2.5522 0.3950 -0.2214
H: -0.6789 0.2854 -2.7687
O: -2.6580 -3.8320 4.7444
O: 0.9181 -0.5381 -1.6765
C: -0.0279 0.5409 -1.8559
C: -4.4682 0.3446 0.4657
H: -5.6295 0.2837 0.4253
I: -5.1391 2.6299 -1.4930
O: 3.1174 7.8017 1.7462
C: 3.2783 4.9124 -1.8482
H: 2.1584 -2.1649 0.9310
O: 2.5667 -6.4611 -3.2006
H: -3.2922 4.2666 0.2086
N: -3.2780 2.2314 -0.4600
N: 3.6816 6.9184 1.0866
C: -3.7788 1.7912 0.8672
C: -2.1377 -2.1036 3.3504
H: 0.4985 1.5458 -2.0934
C: -2.6523 3.6021 -0.4892
O: 1.3549 -4.8405 -1.7025
H: 1.0496 -0.8370 1.6739
N: 2.1306 4.9259 -1.7872
H: -2.4785 1.2851 -2.1528
H: 4.8321 3.7428 -3.7615
C: -3.1824 -2.9855 3.8753
Cl: 7.4189 1.5727 0.3815

The lowest unoccupied orbital energy comes out at -6.66 eV. The total energy is -8350.16320 a.u. As for the net charge: +1. As for the spin multiplicity: 1. The HOMO energy is -0.2966 hartree.

# 3
This record from the Open Molecules 2025 dataset describes 2 unconnected molecules or ions with the total composition C16H17N5. The level of theory is ωB97M-V/def2-TZVPD.

Atoms and positions in Å:
N: -1.3342 0.1370 2.2637
N: -0.4054 1.9369 -0.3659
C: 3.5967 -0.8223 2.8294
H: -0.4095 2.7544 -4.7720
H: -4.4419 0.1345 3.1121
H: 2.9305 -2.5819 1.7441
C: 0.0702 3.1873 -0.6557
C: -2.6582 0.7437 2.0485
H: 1.7412 2.0288 3.2613
H: -0.7544 -1.0943 3.9157
C: -0.2361 0.8012 2.0071
C: 3.2669 0.4754 3.2569
H: -1.7768 -1.0197 -3.5099
C: -3.6552 -0.3223 2.5092
C: -1.3738 -1.1312 3.0031
H: -3.0001 -1.1305 4.3976
H: -2.7766 1.0383 0.9968
H: -4.1122 -0.7992 1.6379
H: -3.1566 -2.3718 3.1406
H: -0.3416 1.8618 1.7738
H: 4.5634 -1.2557 3.0977
H: -0.9849 -1.9535 2.3852
C: 2.6791 -1.5713 2.0755
N: -1.2019 0.1989 -1.8984
H: 0.7168 -1.5945 1.1429
C: -0.6250 2.0479 -3.9639
H: 3.9757 1.0521 3.8556
C: -0.3949 2.4033 -2.6335
C: 1.0827 0.2556 2.2174
H: 0.4099 3.8830 0.1110
N: -1.1097 0.8320 -4.2039
H: -2.7441 1.6537 2.6663
C: -0.7145 1.3779 -1.5738
C: -1.3804 -0.0385 -3.2309
C: 2.0301 1.0240 2.9374
N: 0.0827 3.4968 -1.9921
C: 1.4320 -1.0382 1.7562
C: -2.8558 -1.3408 3.3344

The lowest unoccupied orbital energy comes out at -1.12 eV. The total energy is -893.61799 a.u. The energy relative to the best compared isomer or geometry (same formula, charge and spin) comes out at 56.0 kcal/mol. As for the spin multiplicity: 1. The HOMO energy is -0.2608 hartree.

# 4
This record from the Open Molecules 2025 dataset describes 5 unconnected molecules or ions with the total composition C32H61N2O14. The level of theory is ωB97M-V/def2-TZVPD.

Atoms and positions in Å:
C: -2.3307 -4.7279 -6.4775
H: 7.6067 4.5894 -3.1311
H: -3.0128 -4.0300 -6.9711
H: 0.7299 2.9081 -1.9509
H: -2.3939 2.3160 -6.1932
C: 1.2818 4.2502 -4.4964
H: 0.3860 -1.2712 9.1025
H: -2.4058 3.8898 -4.3224
C: -2.0251 2.8089 -3.9871
H: -1.3858 -1.3893 9.4097
H: 0.1934 4.7354 -4.5633
C: -0.1332 2.6005 -5.9963
H: 3.5563 -1.9077 -1.2842
H: -2.4193 -0.2702 0.2155
O: 6.3886 7.3634 -6.1037
H: -1.7278 1.4055 1.9994
C: 0.5772 -1.3981 -1.7368
H: 0.7121 1.9939 -3.9665
N: 1.0952 -0.0346 0.4903
C: -3.2913 2.0925 -3.2317
H: -0.3808 -3.0243 12.8851
C: -1.3274 0.3942 -2.2725
C: 1.4891 -2.6665 0.4028
O: 4.8230 5.8962 -5.2821
C: 0.9941 4.0465 -1.7576
H: 2.4767 -3.2371 0.0652
H: -1.3110 -9.4703 -5.8600
O: 7.0055 5.9225 -4.5650
H: -3.4940 0.7828 -1.3744
C: -1.4005 -0.8832 0.1110
H: -1.1243 -4.4232 4.4646
H: -0.2403 3.6939 -6.4582
H: 3.0114 3.9771 -2.8867
C: -1.4280 -3.3397 12.8375
H: 1.9887 4.8017 -5.2846
O: -1.7904 -2.1776 -1.9996
H: 0.7599 -2.5003 -2.1221
H: -0.7587 0.3648 -3.3212
C: -0.6099 -0.9740 8.7586
H: -1.4745 -4.4112 13.0511
C: -0.9952 -1.0197 -1.4711
H: 2.0689 2.1694 -5.3191
H: 0.0395 -4.7781 5.7555
H: 5.8393 8.7170 -7.5389
H: -4.0891 1.8447 -4.0723
O: -2.9123 -8.1414 -5.9221
C: 1.9604 4.5106 -3.0177
H: -1.5961 0.8727 -5.2806
C: -0.3053 -0.1102 1.0513
H: 1.0591 -0.6730 -2.5466
H: -0.5025 -1.9874 2.3905
H: -1.3971 -4.7585 -7.0483
O: -1.6691 -0.6718 12.8028
H: 0.6146 -0.6505 3.1661
H: -3.6001 0.9522 13.7170
H: 3.5830 -0.4292 0.0257
H: -1.3051 -0.3873 3.1684
H: -2.1409 1.0977 14.7644
C: -2.2480 -9.2587 -5.3349
H: 1.4760 4.2343 -0.6976
O: -0.5561 -3.5633 8.0730
H: 4.5683 8.3405 -6.3598
H: -3.7531 0.9252 15.4842
C: -2.2082 -6.9827 -5.8703
O: 1.3459 1.1186 -0.1531
O: -2.9986 -0.7970 14.6723
C: 6.6965 4.8483 -3.6790
H: -2.0654 -9.0831 -4.2699
H: 1.5366 -2.6062 1.5727
H: 0.2045 1.9134 -6.9116
H: 0.5945 -3.3321 -0.0043
H: -2.9014 -10.1301 -5.4327
C: 5.9570 6.3480 -5.3137
H: -1.8400 -3.1699 11.8376
C: -0.7614 -2.7216 7.2125
O: -0.9737 -2.9648 5.8945
H: -1.6623 -1.9648 0.5424
C: -1.6757 -2.2654 -3.4633
C: 5.3837 7.9140 -6.9529
O: -1.0994 -6.8387 -5.3794
H: -0.6758 0.1169 8.7977
C: -2.9295 0.7184 -2.4146
C: -0.9430 -4.3461 5.5402
H: -0.8119 1.2961 -1.6841
C: -3.1205 0.6239 14.6447
H: -3.8099 2.9102 -2.5412
C: -2.2329 -1.3111 13.6770
O: -2.9513 -6.0120 -6.4592
C: -0.3776 -0.8246 2.5624
H: -0.0130 4.6563 -1.8835
H: -1.7322 -4.8962 6.0627
H: 5.0049 7.1551 -7.6451
H: 0.0575 2.0695 1.9098
H: -1.1416 3.0072 -3.2358
O: -0.8171 -1.3799 7.4072
H: -2.1515 -4.3712 -5.4582
C: -0.7684 1.4732 1.3269
O: -2.2032 -2.6599 13.8230
H: -1.0727 2.0380 0.3485
H: -3.4635 -0.1725 -2.9992
C: -1.5570 2.0609 -5.3871
C: 1.0973 2.6389 -4.8647
C: 3.0312 -0.9446 -0.8766
H: 3.0267 -0.1560 -1.7542
H: 2.1030 5.6883 -2.8852
H: 5.9335 5.1522 -2.9552
H: 6.3701 3.9668 -4.2403
N: -1.5954 -2.4948 -4.7357
C: 1.4618 -1.2213 -0.3688

The lowest unoccupied orbital energy (alpha / beta) comes out at 0.44 / -0.50 eV. The total energy is -2418.32178 a.u. As for the spin multiplicity: 2. The HOMO energy (alpha / beta) is -0.3384 / -0.3678 hartree.

# 5
This record from the Open Molecules 2025 dataset describes 2 unconnected molecules or ions with the total composition C4H13N2O. The level of theory is ωB97M-V/def2-TZVPD.

Atoms and positions in Å:
H: 1.9425 1.7473 -0.8287
H: 1.3866 -0.5313 -2.4208
N: -1.6614 0.3266 2.4357
H: -3.2721 -1.8192 1.0000
H: 3.8818 0.2268 -0.1021
N: 0.9574 0.2328 -1.8933
H: 3.5491 -0.2262 -1.7397
C: -1.9501 -0.0867 1.2399
H: -3.3552 -0.7668 -0.1828
H: -0.0056 -0.0108 -1.6701
C: 1.8753 0.6655 -0.7415
H: -0.7515 0.7276 2.6357
H: 0.8511 1.0150 -2.5421
H: 1.3032 0.5365 0.1771
C: -3.2459 -0.7288 0.9142
H: -4.0934 -0.2366 1.3635
C: 3.1156 -0.1939 -0.7376
H: -2.2946 0.2932 3.2263
O: -1.1194 0.0353 0.2771
H: 2.8866 -1.2063 -0.4106

The lowest unoccupied orbital energy (alpha / beta) comes out at -7.68 / -12.83 eV. The total energy is -344.25872 a.u. The energy relative to the best compared isomer or geometry (same formula, charge and spin) comes out at 28.7 kcal/mol. As for the net charge: +2. As for the spin multiplicity: 2. The HOMO energy (alpha / beta) is -0.7376 / -0.7377 hartree.

# 6
This record from the Open Molecules 2025 dataset describes a molecular structure, C46H52AsBN13NaOS. The level of theory is ωB97M-V/def2-TZVPD.

Atoms and positions in Å:
H: -2.4489 0.7572 7.5382
C: 1.9850 0.3587 -2.7817
C: 4.8745 -0.0489 3.1961
H: -1.0895 -4.5712 -5.1949
H: -2.9763 -1.2025 8.7645
H: -2.2405 2.5147 5.2667
H: -4.8785 -0.7136 1.8416
N: 0.5566 5.4096 -2.4668
H: 1.7559 1.8760 6.2804
C: -3.3683 0.7209 2.3738
H: -2.9703 -2.6404 7.7407
H: 4.0113 -4.6712 0.0897
C: 3.2058 0.5914 5.3045
C: 1.6779 -2.8105 0.1884
C: 3.5718 0.3656 2.9211
H: 2.6866 -6.8226 -3.2072
C: 3.1958 0.5725 1.4809
C: 5.3570 -0.1781 4.4884
C: -3.2054 1.1693 -1.2495
H: 2.7427 1.5544 1.3269
C: -2.7043 3.2975 -1.3583
C: -2.3359 -1.8807 8.2013
C: 0.5018 4.2001 1.5821
H: 1.7355 0.2167 6.8571
C: -3.7661 2.4503 -1.1383
C: -2.9066 -1.5441 1.6776
C: 3.7126 -3.9344 0.8451
N: 0.5039 -4.8892 -1.7781
H: 7.2895 -0.8599 3.8293
Na: -0.3595 -0.2424 -0.5907
N: 0.4353 3.4111 -0.3942
H: 6.7760 -1.5320 5.3789
N: 1.1354 0.9218 -1.9377
H: 1.2627 3.1737 -4.2501
C: 4.5131 0.1763 5.5303
N: -1.6083 2.5519 -1.5975
C: -0.6109 -4.6769 -4.2232
H: 4.8830 0.1443 6.5510
C: -0.7214 -4.3197 -1.9665
H: 2.4750 -0.1587 1.1387
B: -0.1715 3.0896 -1.7646
H: -0.4647 -2.8744 6.5184
H: 0.4571 -4.7620 1.2400
C: 2.2004 1.1781 -3.9006
N: -1.2881 -4.2057 -3.1940
H: -3.6790 0.2036 -1.1578
H: -0.5288 2.9120 5.2713
C: 1.5238 -4.9873 1.2389
H: 1.6907 -5.7755 0.5018
H: 1.2170 -1.6704 3.5761
C: -1.0191 4.5141 -3.7550
H: 3.9105 -3.6222 2.9617
H: 5.5368 -0.2531 2.3603
N: -0.2690 4.3594 -2.6409
C: 2.3903 1.0148 6.5028
C: -1.0761 -0.0568 2.2622
C: 1.1573 -5.3484 -2.8338
C: -0.6838 5.7187 -4.3281
H: 1.1670 -5.6532 -4.9814
H: -1.4234 2.8376 6.7933
C: 1.7419 3.5984 -0.1177
H: -1.0931 6.1587 -5.2212
As: 0.8441 1.2153 3.7435
H: -1.7324 3.7624 -4.0507
C: 2.0393 -5.4065 2.6016
H: 0.1200 4.5458 2.5307
C: -1.3042 2.3743 5.8128
C: -1.5449 -1.1406 7.1574
H: 3.2974 -5.2110 -2.8375
N: -1.9103 1.2358 -1.5197
H: 4.1730 -2.9752 0.6092
H: 1.7899 -4.6407 3.3476
H: -1.6665 1.9502 2.8036
H: 2.4978 3.3642 -0.8490
H: 0.8454 7.1659 -3.5427
H: 7.3325 0.1349 5.2866
C: -0.0758 0.2136 5.1796
H: 5.1945 -4.6365 2.2515
H: -0.8317 -2.0836 1.5664
C: -1.0047 0.9023 5.9646
C: -3.8178 -0.5346 1.9651
N: 2.2656 -3.7890 0.8442
H: 1.5990 -6.3563 2.9024
C: -2.0230 0.9614 2.5390
C: -0.6158 -1.8095 6.3688
C: 0.6351 -5.2732 -4.1199
C: 2.5212 -5.9391 -2.5891
C: 6.7657 -0.6341 4.7579
H: -4.0787 1.5199 2.5464
C: 0.1193 -1.1666 5.3819
H: 2.3933 -0.6132 -2.5513
H: -4.7871 2.7161 -0.9262
C: 0.3089 6.2323 -3.4725
O: 3.4505 -5.6024 2.5810
N: 0.2693 0.0719 2.4123
C: -1.7248 0.2123 6.9401
H: -2.6458 4.3725 -1.3532
H: 2.7350 4.3429 1.7063
H: 2.6257 -6.2086 -1.5397
N: 0.7743 2.1009 -2.4894
C: 2.7037 0.6217 3.9956
C: 1.4063 2.2789 -3.6680
S: -1.5616 -3.6943 -0.6077
C: -1.5496 -1.3068 1.7974
H: 2.0933 -1.9754 5.0738
H: -1.6759 -2.3901 8.9058
N: -0.3383 3.7921 0.6470
H: 0.7681 -3.0421 4.5933
C: 1.8403 4.1003 1.1581
H: -3.2436 -2.5118 1.3300
N: 1.1918 -1.9062 -0.3380
C: 4.1284 -4.4100 2.2272
H: 4.0825 0.5117 0.8477
H: 3.0563 1.2957 7.3189
H: 2.8336 0.9961 -4.7514
C: 1.1055 -2.0047 4.6053

The lowest unoccupied orbital energy (alpha / beta) comes out at 2.06 / 0.85 eV. The total energy is -5392.46500 a.u. The energy relative to the best compared isomer or geometry (same formula, charge and spin) comes out at 0.0 kcal/mol. As for the net charge: -1. As for the spin multiplicity: 2. The HOMO energy (alpha / beta) is -0.1559 / -0.1559 hartree.

# 7
This record from the Open Molecules 2025 dataset describes a molecular structure, C20H12BCl2NO4SW. The level of theory is ωB97M-V/def2-TZVPD.

Atoms and positions in Å:
O: -0.0032 2.2149 1.0648
H: -7.2371 -0.3468 0.7022
C: 4.1158 1.4879 0.3373
H: -1.2540 -2.3867 2.1483
C: 1.0136 -4.0098 0.0582
C: -6.2623 1.2074 -0.4016
C: 2.2035 2.9637 0.6082
Cl: 4.7869 -0.0814 0.2616
C: 2.7532 1.6695 0.5245
C: -6.2855 0.0570 0.3867
B: -1.8779 0.5162 -0.1204
C: -3.9215 1.1335 -0.4487
H: -5.0483 2.6662 -1.4540
H: -7.1984 1.6707 -0.6797
H: 3.1054 -2.6685 -2.8445
C: -5.0723 1.7766 -0.8419
C: 4.9225 2.6122 0.2023
C: 3.0340 4.0848 0.4868
H: 0.4477 4.1591 1.0930
H: 1.8637 -5.9498 -0.3804
C: -3.9511 -0.0107 0.3309
H: -5.1269 -1.4822 1.3819
N: 0.0862 -1.9339 0.5757
O: -2.6204 -0.4423 0.5389
C: 2.5177 -3.0313 -2.0128
C: -0.5176 -2.7485 1.4429
C: 0.8234 3.1472 0.9287
Cl: 5.4261 5.2483 0.1022
C: 4.3883 3.8987 0.2720
S: -0.0908 -4.3599 1.3504
H: 5.9851 2.4827 0.0438
O: 1.9603 0.5838 0.7108
H: 3.2297 -5.0463 -2.2351
C: 2.5849 -4.3882 -1.6699
O: -2.5966 1.4843 -0.7271
C: -5.1163 -0.5880 0.7761
C: 1.7102 -2.1494 -1.3242
H: 1.6597 -1.1097 -1.6284
C: 0.9584 -2.6537 -0.2662
W: 0.1501 0.1399 0.7806
C: 1.8296 -4.9003 -0.6365
H: 2.6243 5.0832 0.5627

The lowest unoccupied orbital energy (alpha / beta) comes out at -8.78 / -8.46 eV. The total energy is -2535.03684 a.u. The energy relative to the best compared isomer or geometry (same formula, charge and spin) comes out at 0.0 kcal/mol. As for the net charge: +2. As for the spin multiplicity: 3. The HOMO energy (alpha / beta) is -0.5217 / -0.5232 hartree.